Density functional theory data (wB97M-V/def2-TZVPD) for a structure of composition C7H13AsClN4O4PS4SeTc.

Summary:
**Energy relative to the best compared isomer or geometry (same formula, charge and spin)**: 2.8 kcal/mol
**Orbital gap**: 5.47 eV
**Multiplicity**: 1
**E_LUMO**: -0.3833 Eh
**Charge**: +3

Each line ends with the Mulliken charge.
Element x y z (Å)
Tc (2.18199, -0.03262, 0.24198)  -0.0040
Se (1.32576, 3.88848, -0.18278)  0.2752
As (3.40260, 3.29657, 9.64799)  0.9238
Cl (4.45845, 0.56707, -1.03964)  1.7285
S (1.80535, 4.26697, 10.03388)  0.0477
S (2.44214, -1.20212, 1.80898)  -0.1360
S (1.17168, 2.13789, 1.22593)  -0.2677
S (5.01761, 2.56415, 8.87975)  0.0289
P (-0.02359, -0.79827, -0.37600)  1.9514
O (4.74592, 1.48545, -2.01073)  -0.3808
O (3.43796, -0.65131, -1.28425)  -0.6391
O (5.50892, 0.01081, -0.25659)  -0.4051
O (3.47239, 1.35199, -0.18733)  -0.5164
N (0.88744, 2.58021, -2.79850)  -0.3838
N (-2.38791, 0.42498, -0.94893)  0.1972
N (-1.88221, -1.58468, -2.24559)  -0.0590
N (-2.44662, -1.79091, -0.00780)  0.1840
C (-3.02102, -0.44769, 0.00678)  -0.9310
C (1.19223, 3.20000, -1.86001)  0.2873
C (-1.11461, -1.90157, 0.65708)  -0.8543
C (-2.41898, -0.14032, -2.23409)  -0.8214
C (-2.64636, -2.41050, -1.21738)  -0.7345
C (-0.39345, -1.64518, -1.98282)  -0.8696
C (-1.03968, 0.75196, -0.43208)  -0.6383
H (-3.63576, -2.41525, -1.47761)  0.4041
H (-0.72950, -2.92320, 0.78721)  0.4270
H (-2.09842, -1.96087, -3.18135)  0.3732
H (-4.08088, -0.53600, -0.16987)  0.3166
H (0.16052, -1.28729, -2.84828)  0.5123
H (-0.16315, -2.68055, -1.84700)  0.4669
H (-1.15796, -1.49184, 1.67225)  0.4225
H (-1.04785, 1.24945, 0.55771)  0.6123
H (-0.50412, 1.43295, -1.15183)  0.0173
H (-1.87068, 0.43386, -3.03519)  0.3976
H (-2.92759, -0.09133, 1.08197)  0.3354
H (-3.41310, -0.22558, -2.61265)  0.3550
H (-2.20752, -3.42573, -1.21320)  0.3770

***

Density functional theory data (wB97M-V/def2-TZVPD) for a cluster of 2 separate species, C7H13BBr2O4S in total.

Summary:
**Orbital gap**: 9.60 eV
**Multiplicity**: 1
**E_LUMO**: -0.0032 Eh
**SMILES**: O=C1OC[C@@H](CB(O)O)[C@H]1S.BrCCBr
**Charge**: 0

Each line ends with the Mulliken charge.
Element x y z (Å)
Br (1.93452, 1.39120, 0.53028)  0.0655
Br (5.59106, 1.39495, 1.07525)  -0.1343
S (-0.17030, -2.64902, 1.74364)  -0.1989
O (-3.69243, 0.44313, -1.94072)  -0.5792
O (-0.20057, 0.60893, 1.76034)  -0.4486
O (-1.87766, -0.65264, -3.00561)  -0.5663
O (-0.96313, 0.00667, 3.79470)  -0.5685
C (-1.46929, -1.39062, 1.85517)  0.4140
C (-1.82466, -0.58322, 0.58984)  -0.0533
C (-2.41860, -1.35220, -0.58014)  -0.8420
C (-0.88026, -0.22462, 2.62808)  0.1847
C (4.58523, 1.23409, -0.57924)  -0.6046
C (3.36348, 2.11531, -0.58048)  -0.6122
C (-0.50562, 0.13715, 0.40163)  -0.9640
B (-2.66126, -0.47153, -1.87630)  0.6045
H (2.95122, 2.18001, -1.58548)  0.3303
H (4.33726, 0.18355, -0.69275)  0.3593
H (5.27345, 1.53295, -1.36650)  0.3559
H (-0.97532, -0.34984, -2.88815)  0.3121
H (0.31819, -0.51569, 0.13065)  0.4411
H (-2.39457, -1.79321, 2.25576)  0.4002
H (-2.50287, 0.19396, 0.96227)  0.3698
H (-3.39722, -1.72081, -0.25534)  0.2487
H (-0.52364, 0.94162, -0.32550)  0.5673
H (-1.81978, -2.23475, -0.80989)  0.1316
H (-0.08804, -2.79203, 0.41561)  0.0977
H (-3.56399, 1.25330, -1.44672)  0.3253
H (3.57480, 3.11335, -0.21041)  0.3636

***

Density functional theory data (wB97M-V/def2-TZVPD) for a structure of composition C7H13BN4Ti.

Summary:
**Energy relative to the best compared isomer or geometry (same formula, charge and spin)**: 0.0 kcal/mol
**Orbital gap (alpha / beta)**: 6.48 / 8.39 eV
**Multiplicity**: 3
**E_LUMO (alpha / beta)**: 0.0232 / 0.0146 Eh
**Expectation value of S²**: 2.0067
**Charge**: 0

Each line ends with the Mulliken charge.
Element x y z (Å)
Ti (1.12957, -1.08668, -0.05850)  0.5817
N (0.28971, 1.04863, 1.10334)  -0.0646
N (0.04705, -0.37212, -1.55335)  -0.1088
N (0.09900, 0.99193, -1.32212)  0.0361
N (0.17098, -0.30224, 1.44845)  -0.0625
C (0.10969, -2.81282, -0.28170)  -1.3006
C (-0.94350, -0.59591, -2.46637)  -0.2029
C (-0.35307, 1.78744, 2.00851)  -0.1570
C (-1.49862, 0.63797, -2.81727)  -0.9529
C (-0.89568, 0.92797, 2.96800)  -0.8910
C (-0.55259, -0.37491, 2.59892)  -0.2540
C (-0.80115, 1.61018, -2.08944)  -0.1263
B (1.02938, 1.52625, -0.20474)  0.0785
H (2.83489, -0.50855, 0.84869)  0.0014
H (0.81107, -3.45183, -0.85576)  0.3067
H (-1.18642, -1.59549, -2.77271)  0.4743
H (-1.45119, 1.20946, 3.83379)  0.3924
H (-0.87787, 2.68720, -2.07912)  0.4365
H (-0.37217, 2.86905, 1.92212)  0.4234
H (0.07121, -3.18515, 0.75632)  0.3192
H (2.99675, -1.24797, 0.75568)  0.1199
H (2.06617, 0.85313, -0.27640)  -0.0664
H (-2.30416, 0.80801, -3.50228)  0.3829
H (-0.88619, -2.79588, -0.72967)  0.2744
H (-0.75042, -1.33483, 3.04483)  0.4468
H (1.21755, 2.70718, -0.27921)  -0.0874

***

Density functional theory data (wB97M-V/def2-TZVPD) for a structure of composition C7H13BrI2O2Si.

Summary:
**Orbital gap**: 8.92 eV
**Multiplicity**: 1
**E_LUMO**: 0.0007 Eh
**Charge**: 0

Each line ends with the Mulliken charge.
Element x y z (Å)
I (-1.96677, -1.21939, -2.37174)  0.0504
I (-1.37132, -4.52466, -1.11924)  0.0833
Br (-2.41135, 0.59275, 1.00996)  -0.1051
Si (0.43667, -0.04957, -0.38042)  0.2923
O (1.54980, -0.60038, 2.16178)  -0.2649
O (0.14379, -0.65341, 2.27079)  -0.3476
C (-0.81347, 1.30609, 0.14689)  -0.4778
C (-1.17560, 2.20109, -1.02696)  -0.2825
C (-0.26779, -2.84275, -0.48383)  0.3099
C (0.79777, -3.16755, 0.51014)  -1.0515
C (-0.47226, -1.61097, -0.88913)  -0.3111
C (-0.14797, 3.30894, -1.17458)  -1.3255
C (1.86999, -0.20945, 0.84247)  -0.6342
H (-0.32368, 1.93633, 0.87724)  0.5303
H (-0.38788, 3.88013, -2.05370)  0.4154
H (-0.13408, 3.95877, -0.31350)  0.3458
H (1.77128, -2.89623, 0.15300)  0.2497
H (0.60045, -2.74545, 1.47854)  0.2547
H (-0.08606, 0.17386, 2.72069)  0.3398
H (2.55762, -0.95365, 0.46538)  0.3081
H (-2.16287, 2.61465, -0.89572)  0.4188
H (2.43312, 0.71649, 0.85862)  0.4591
H (0.83063, -4.23529, 0.64766)  0.4891
H (1.04983, 0.49542, -1.61471)  -0.1526
H (-1.18399, 1.64751, -1.95341)  0.1179
H (0.81962, 2.85866, -1.32741)  0.2881

***

Density functional theory data (wB97M-V/def2-TZVPD) for a structure of composition C7H13Cl2EuO5P.

Summary:
**Orbital gap (alpha / beta)**: 3.49 / 3.72 eV
**Multiplicity**: 8
**E_LUMO (alpha / beta)**: -0.3486 / -0.3409 Eh
**Expectation value of S²**: 15.7596
**Charge**: +2

Each line ends with the Mulliken charge.
Element x y z (Å)
Eu (-3.51470, -1.74379, 2.96628)  1.4555
Cl (-2.18710, -1.46954, 0.36795)  -0.1875
Cl (-1.49966, 1.68877, 0.49559)  -0.0373
P (1.86613, 1.75175, -0.64360)  0.0418
O (0.92519, 2.90898, -1.20649)  -0.4205
O (1.76654, -0.50324, 0.68761)  -0.4371
O (3.30822, -1.48747, -0.61274)  -0.3132
O (0.47832, -0.59137, -1.08626)  -0.3002
O (2.72381, 2.29036, 0.56185)  -0.3913
C (-0.94333, -0.78243, 1.49558)  0.0743
C (-0.28382, 0.50054, 0.97694)  -0.5351
C (2.31777, -1.62690, -0.02320)  0.1069
C (-0.32312, -0.91696, -3.31052)  -1.3410
C (-1.70888, -0.33668, 2.82131)  -0.7875
C (-0.40027, -0.02813, -2.07816)  -0.0747
C (0.82930, 0.20565, -0.05636)  0.5329
H (-0.12736, 0.97034, -2.39583)  0.2307
H (0.21657, 0.90856, 1.83774)  0.6988
H (-0.20879, -1.51475, 1.75795)  0.6319
H (-1.43428, -0.00059, -1.77940)  0.2222
H (-1.32494, 0.59947, 3.17316)  0.5262
H (-1.10881, -1.64828, -3.34421)  0.3205
H (-0.47923, -0.26871, -4.15762)  0.4081
H (-1.62785, -1.10393, 3.65808)  0.0722
H (1.81062, -2.57798, 0.06644)  0.3353
H (-2.77559, -0.10267, 2.48690)  0.1799
H (0.84684, 3.60726, -0.53629)  0.3214
H (0.66059, -1.33097, -3.43342)  0.3482
H (2.19784, 2.60273, 1.31071)  0.3186

***

Density functional theory data (wB97M-V/def2-TZVPD) for the ion C7H13ClN with charge +1.

Summary:
**Energy relative to the best compared isomer or geometry (same formula, charge and spin)**: 32.5 kcal/mol
**Orbital gap**: 11.42 eV
**Multiplicity**: 1
**E_LUMO**: -0.1414 Eh
**SMILES**: C[N+]1=C(Cl)C(C)(C)CC1
**Charge**: +1

Each line ends with the Mulliken charge.
Element x y z (Å)
Cl (2.48756, -1.08877, -0.38521)  -0.0998
N (1.00790, 0.98173, 0.08647)  0.0830
C (2.11508, 1.97165, 0.23996)  -0.8127
C (-0.42311, 1.40758, 0.20032)  -0.7053
C (1.08679, -0.26577, -0.11313)  0.4213
C (-0.72960, -2.04032, -1.16015)  -1.7785
C (-0.88777, -1.26091, 1.28581)  -1.3969
C (-0.51149, -0.90568, -0.14476)  1.1161
C (-1.27650, 0.46275, -0.48438)  -0.6671
H (2.27059, 2.45934, 1.20221)  0.2889
H (2.97842, 1.45858, -0.18131)  0.3216
H (-2.28615, 0.62365, -0.11021)  0.3226
H (-0.27198, -2.97407, -0.87486)  0.4388
H (-0.29991, -2.09562, 1.65396)  0.4024
H (1.74974, 2.74155, -0.60652)  0.3426
H (-0.35477, -2.00725, -2.18841)  0.3903
H (-0.69780, -0.48409, 1.97256)  0.3753
H (-0.56813, 1.45099, 1.34391)  0.2731
H (-1.76889, -2.13423, -1.19532)  0.4503
H (-0.43767, 2.39208, -0.22414)  0.5039
H (-2.01364, -1.34763, 1.21006)  0.3666
H (-1.16867, 0.65443, -1.52686)  0.3636